ORCA calculation (wB97M-V/def2-TZVPD) on a structure of composition C27H42ClN5NbO2.

Geometry as ORCA input:
```
! RIJCOSX wB97M-V def2-TZVPD def2/J DEFGRID3
* xyz -1 1
C 1.894 -2.119 5.952
C 1.458 -3.274 5.224
C 1.317 -3.372 3.747
Nb 0.134 -1.662 2.791
C -0.431 -3.098 1.072
C -1.791 -2.167 3.929
Cl -2.112 -3.955 4.036
C -3.003 -1.481 3.185
C -3.112 0.041 3.550
N 1.804 -1.026 1.610
C 3.041 -0.902 2.340
C 3.316 0.108 3.455
O 3.923 -1.622 2.028
C 1.529 0.121 0.838
C 1.053 -0.006 -0.614
O 1.615 1.224 1.286
H 1.167 -1.427 6.401
H 2.950 -1.881 6.159
H 1.176 -4.181 5.814
H 2.297 -3.552 3.261
H 0.722 -4.291 3.538
H 0.514 -0.511 4.151
H -0.835 -0.332 1.958
H 0.462 -3.181 0.424
H -0.563 -4.086 1.551
H -1.334 -2.793 0.518
H -1.747 -1.695 4.929
H -3.925 -2.006 3.481
H -2.803 -1.519 2.104
H -3.014 0.669 2.651
H -2.375 0.338 4.312
H -4.114 0.249 3.971
H 2.443 0.369 4.062
H 4.079 -0.338 4.113
H 3.740 1.050 3.065
H 0.553 0.912 -0.953
H 1.882 -0.194 -1.316
H 0.333 -0.842 -0.694
N 6.590 1.386 -1.831
C 5.976 0.829 -0.740
C 4.706 1.333 -0.670
C 4.543 2.225 -1.762
C 5.721 2.235 -2.462
H 7.531 1.199 -2.122
H 6.495 0.125 -0.111
H 3.973 1.088 0.082
H 3.661 2.794 -2.007
H 6.016 2.770 -3.349
N -0.842 3.348 -1.522
C -0.197 3.367 -2.727
C -1.132 3.608 -3.702
C -2.389 3.744 -3.055
C -2.174 3.581 -1.711
H -0.402 3.186 -0.631
H 0.867 3.206 -2.788
H -0.936 3.680 -4.760
H -3.341 3.939 -3.522
H -2.854 3.609 -0.876
N 0.313 -0.305 -4.336
C 1.258 -0.267 -5.324
C 1.490 -1.552 -5.736
C 0.648 -2.400 -4.970
C -0.067 -1.600 -4.118
H -0.047 0.496 -3.846
H 1.683 0.669 -5.646
H 2.186 -1.852 -6.503
H 0.575 -3.473 -5.036
H -0.810 -1.841 -3.376
N -5.626 1.151 -0.872
C -4.986 1.174 -2.080
C -5.923 1.414 -3.049
C -7.179 1.546 -2.398
C -6.962 1.381 -1.056
H -5.182 0.990 0.014
H -3.923 1.017 -2.144
H -5.730 1.487 -4.107
H -8.132 1.740 -2.863
H -7.639 1.407 -0.219
*
```

Calculated values
Frontier orbital gap, eV: 5.5048
LUMO, eV: 1.888

---

ORCA calculation (wB97M-V/def2-TZVPD) on a cluster of 9 separate species, C27H42N2O23 in total.

Geometry as ORCA input:
```
! RIJCOSX wB97M-V def2-TZVPD def2/J DEFGRID3
* xyz 0 1
O -5.330 1.455 3.662
C -5.040 2.186 2.680
O -5.871 2.683 1.781
C -5.217 3.615 0.964
C -3.761 3.142 1.153
O -3.765 2.581 2.448
H -5.499 3.538 -0.086
H -5.347 4.651 1.275
H -3.063 3.977 1.211
H -3.434 2.376 0.450
O 0.371 -7.471 -2.842
C 0.163 -6.593 -1.950
O -1.018 -6.040 -1.736
C -0.956 -5.064 -0.771
C 0.486 -5.145 -0.297
O 1.001 -6.162 -1.093
H -1.103 -4.091 -1.240
H -1.566 -5.158 0.127
H 0.554 -5.563 0.708
H 1.142 -4.279 -0.391
O 4.121 2.141 -2.211
C 4.808 1.272 -1.767
O 4.540 0.292 -0.873
C 5.660 -0.515 -0.627
C 6.580 -0.242 -1.773
O 6.093 1.047 -2.157
H 6.155 -0.327 0.326
H 5.312 -1.537 -0.771
H 6.522 -0.832 -2.687
H 7.634 -0.070 -1.554
O -0.856 -3.619 2.165
C -0.912 -2.436 2.502
O -2.015 -1.699 2.435
C -1.750 -0.401 3.023
C -0.326 -0.433 3.420
O 0.060 -1.735 3.218
H -1.973 0.345 2.260
H -2.365 -0.191 3.898
H -0.269 -0.109 4.459
H 0.310 0.202 2.802
O -1.411 0.394 -4.043
C -0.577 1.224 -4.436
O -0.792 1.996 -5.462
C 0.171 3.026 -5.489
C 1.203 2.569 -4.500
O 0.596 1.505 -3.836
H 0.444 3.109 -6.541
H -0.296 3.978 -5.236
H 1.504 3.292 -3.742
H 2.074 2.333 -5.111
O -3.372 -1.891 -1.131
C -4.454 -1.306 -1.253
O -5.621 -1.819 -1.446
C -6.521 -0.766 -1.832
C -5.973 0.413 -1.086
O -4.608 0.083 -1.105
H -6.375 -0.752 -2.912
H -7.531 -1.023 -1.515
H -6.500 0.430 -0.132
H -6.072 1.325 -1.673
O 0.471 4.164 -1.647
C 0.316 4.444 -0.428
O -0.854 4.863 0.215
C -0.597 5.024 1.679
C 0.915 4.639 1.764
O 1.283 4.336 0.407
H -0.686 6.063 1.996
H -1.094 4.232 2.240
H 0.939 3.720 2.349
H 1.498 5.340 2.362
C 4.561 -3.711 3.477
N 3.654 -2.670 3.003
C 3.016 -3.119 1.800
C 3.472 -1.472 3.522
O 2.708 -0.617 3.113
H 4.115 -4.704 3.531
H 5.067 -3.521 4.424
H 5.334 -3.752 2.709
H 2.407 -2.388 1.268
H 3.851 -3.466 1.193
H 2.278 -3.882 2.047
H 4.161 -1.389 4.376
C 0.670 -0.640 -1.388
N 0.469 0.336 -0.335
C 1.640 0.938 0.274
C -0.733 0.821 -0.063
O -1.033 1.726 0.675
H 1.168 -0.254 -2.277
H -0.285 -1.043 -1.725
H 1.301 -1.484 -1.111
H 2.148 0.195 0.889
H 2.250 1.444 -0.475
H 1.204 1.677 0.945
H -1.581 0.243 -0.463
*
```

Calculated values
Relative energy (zero: lowest compared OMol25 entry of this formula, charge and spin), kcal per mole: 60.3
Frontier orbital gap, eV: 9.3847
SMILES: O=C1OCCO1.O=C1OCCO1.O=C1OCCO1.O=C1OCCO1.O=C1OCCO1.O=C1OCCO1.O=C1OCCO1.CN(C)C=O.CN(C)C=O
LUMO, eV: 0.224

---

ORCA calculation (wB97M-V/def2-TZVPD) on a structure of composition C27H42N5SSiSn.

Geometry as ORCA input:
```
! RIJCOSX wB97M-V def2-TZVPD def2/J DEFGRID3
* xyz 3 1
Sn 0.806 -0.742 0.949
C -2.337 -2.647 -1.008
Si -1.668 -1.111 -1.807
C -1.763 0.526 -0.846
N -0.499 1.017 -0.217
C 0.422 1.654 -1.241
C 0.447 3.178 -1.176
C -0.958 3.745 -1.033
C -1.612 3.241 0.265
C -0.863 2.031 0.823
C -0.726 -1.160 -3.375
C -0.764 -0.083 -4.274
C -0.108 -0.165 -5.489
C 0.604 -1.317 -5.810
C 0.659 -2.387 -4.929
C -0.011 -2.315 -3.717
C -3.613 -2.067 -1.680
C -3.892 -2.314 -3.045
C -5.025 -1.785 -3.638
C -5.898 -1.010 -2.890
C -5.646 -0.746 -1.544
C -4.521 -1.267 -0.943
H -2.036 -3.612 -1.402
H -2.433 -2.667 0.073
H -2.504 0.374 -0.060
H -2.169 1.303 -1.501
H 0.069 1.342 -2.220
H 1.426 1.243 -1.139
H 0.921 3.537 -2.090
H 1.087 3.521 -0.358
H -1.554 3.451 -1.902
H -0.936 4.832 -1.051
H -2.664 2.999 0.111
H -1.601 4.017 1.031
H -1.466 1.526 1.584
H 0.063 2.359 1.294
H -1.335 0.810 -4.043
H -0.159 0.654 -6.193
H 1.107 -1.382 -6.766
H 1.208 -3.280 -5.195
H 0.008 -3.172 -3.054
H -3.224 -2.941 -3.621
H -5.240 -1.999 -4.675
H -6.794 -0.615 -3.351
H -6.349 -0.162 -0.967
H -4.352 -1.112 0.115
C -0.998 -2.272 5.122
C 0.059 -1.197 4.904
C -0.158 -0.005 5.827
C 1.460 -1.778 5.042
N -0.134 -0.796 3.465
N 0.735 0.277 3.007
H -0.942 -2.640 6.146
H -0.851 -3.115 4.448
H -2.004 -1.873 4.981
H -0.097 -0.325 6.867
H -1.149 0.434 5.685
H 0.600 0.772 5.699
H 1.569 -2.232 6.026
H 2.246 -1.018 4.981
H 1.641 -2.559 4.302
H -1.086 -0.450 3.356
H 1.649 0.106 3.428
H 0.449 1.205 3.319
C 5.481 1.309 -1.403
N 5.596 1.052 0.033
C 6.673 1.402 0.823
C 6.411 0.975 2.076
N 5.176 0.367 2.027
C 4.686 0.412 0.779
S 3.247 -0.306 0.128
H 6.397 1.791 -1.730
H 4.634 1.966 -1.586
H 5.353 0.367 -1.931
H 7.529 1.908 0.415
H 6.992 1.033 2.979
H 4.729 -0.110 2.792
*
```

Calculated values
Frontier orbital gap, eV: 7.7584
LUMO, eV: -8.736

---

ORCA calculation (wB97M-V/def2-TZVPD) on a structure of composition C27H42N7O3RbS3Sb.

Geometry as ORCA input:
```
! RIJCOSX wB97M-V def2-TZVPD def2/J DEFGRID3
* xyz -1 1
Rb 1.069 1.058 -0.039
C -5.107 -0.813 -0.837
N -4.280 -0.201 0.165
C -4.633 1.103 0.624
C -2.879 -0.431 0.098
N -2.025 0.460 0.355
N -2.529 -1.718 -0.294
C -1.190 -2.189 -0.417
N -1.104 -3.058 -1.486
N -0.297 -1.946 0.463
H -6.106 -0.300 -0.799
H -5.331 -1.868 -0.703
H -4.765 -0.697 -1.859
H -5.719 1.141 0.733
H -4.300 1.900 -0.112
H -4.212 1.360 1.598
H -2.465 1.351 0.628
H -3.154 -2.132 -0.940
H -1.521 -2.692 -2.358
H -0.175 -3.432 -1.741
H 0.623 -2.311 0.236
N 3.886 -0.365 -0.286
C 5.048 0.453 0.093
C 5.112 0.643 1.619
C 4.052 1.580 2.113
O 3.983 2.650 1.358
O 3.306 1.355 3.051
H 4.084 -1.360 -0.101
H 3.723 -0.266 -1.285
H 4.937 1.414 -0.407
H 5.958 0.014 -0.260
H 6.066 1.071 1.915
H 5.008 -0.319 2.137
N 1.637 3.769 1.138
C 0.506 3.905 0.865
H 3.146 3.168 1.486
C -0.053 -0.004 6.668
C 0.317 0.853 5.487
Sb 0.116 0.044 3.428
C -1.509 -1.327 3.884
C -1.159 -2.595 4.667
C 1.702 -1.432 3.298
C 2.483 -1.690 4.579
H -0.096 0.569 7.608
H 0.656 -0.803 6.842
H -1.075 -0.402 6.493
H 1.324 1.287 5.581
H -0.405 1.653 5.518
H -1.898 -1.604 2.875
H -2.302 -0.779 4.354
H -0.298 -3.120 4.226
H -2.024 -3.291 4.649
H -0.958 -2.373 5.697
H 2.327 -1.092 2.486
H 1.195 -2.279 2.918
H 2.919 -0.737 4.912
H 3.290 -2.404 4.397
H 1.806 -2.041 5.338
O 1.316 0.858 -2.874
C 0.270 0.716 -3.690
C -0.027 -0.763 -3.964
C -1.062 -1.326 -4.643
C -0.873 -2.704 -4.953
C 0.301 -3.165 -4.412
S 1.201 -1.917 -3.619
C 0.560 1.330 -5.073
C 1.804 1.560 -5.548
C 1.847 2.240 -6.776
C 0.634 2.578 -7.207
S -0.608 1.985 -6.181
C -0.949 1.494 -3.083
C -0.755 2.518 -2.223
C -1.931 3.206 -1.841
C -3.042 2.708 -2.443
S -2.638 1.350 -3.451
H -1.900 -0.760 -5.020
H -1.550 -3.308 -5.534
H 0.700 -4.174 -4.470
H 2.681 1.238 -4.996
H 2.765 2.592 -7.234
H 0.339 3.140 -8.070
H 0.238 2.863 -1.934
H -1.941 4.057 -1.197
H -4.091 2.952 -2.220
*
```

Calculated values
Frontier orbital gap, eV: 7.1496
LUMO, eV: 1.936

---

ORCA calculation (wB97M-V/def2-TZVPD) on a structure of composition C27H43AsCl3IrN3OS2Te.

Geometry as ORCA input:
```
! RIJCOSX wB97M-V def2-TZVPD def2/J DEFGRID3
* xyz -1 5
Ir 8.678 12.469 12.041
Cl 4.804 19.124 13.145
C 6.044 17.858 12.897
C 6.872 17.391 13.887
C 7.698 16.327 13.634
Cl 8.612 15.727 14.997
C 7.836 15.750 12.359
O 8.660 14.856 12.016
C 6.985 16.368 11.347
Cl 7.186 15.818 9.732
C 6.126 17.400 11.603
H 6.802 17.783 14.892
H 5.501 17.791 10.790
C 12.563 10.108 12.135
N 11.737 10.612 13.251
C 11.107 9.546 14.005
C 11.326 11.899 13.372
S 9.840 12.246 14.126
N 12.140 12.866 12.993
C 13.579 12.679 12.772
C 11.694 14.206 12.863
H 12.022 9.280 11.652
H 13.528 9.767 12.464
H 12.695 10.883 11.367
H 11.826 8.721 13.990
H 10.056 9.293 13.613
H 10.946 9.861 15.017
H 13.930 11.740 13.173
H 13.959 13.533 13.285
H 13.821 12.678 11.707
H 10.638 14.294 12.630
H 12.324 14.652 12.091
H 11.916 14.726 13.825
C 9.537 8.154 17.909
C 8.699 8.772 16.789
C 8.247 8.166 15.633
C 7.548 8.824 14.659
C 7.135 7.981 13.475
C 7.250 10.181 14.796
Te 6.366 11.203 13.131
C 7.573 10.788 15.971
C 7.105 12.231 16.272
C 8.331 10.110 16.933
H 10.554 8.400 17.765
H 9.401 7.063 17.950
H 9.188 8.555 18.854
H 8.444 7.058 15.519
H 7.197 6.900 13.769
H 7.740 8.155 12.589
H 6.091 8.246 13.223
H 7.218 12.849 15.388
H 7.624 12.646 17.091
H 6.026 12.308 16.450
H 8.625 10.570 17.833
C 11.024 16.226 9.841
As 11.411 14.840 8.517
C 9.639 14.317 7.913
C 12.234 15.799 7.037
S 12.674 13.288 9.164
H 10.419 16.955 9.272
H 11.994 16.594 10.189
H 10.405 15.892 10.641
H 9.006 15.193 7.673
H 9.112 13.724 8.649
H 9.779 13.730 7.020
H 11.495 16.539 6.584
H 12.549 15.088 6.310
H 13.015 16.390 7.489
C 9.011 10.830 8.028
C 8.779 10.659 9.533
C 10.009 9.902 10.096
C 7.518 9.755 9.763
N 8.629 11.877 10.297
H 8.993 9.831 7.542
H 9.978 11.323 7.940
H 8.267 11.474 7.573
H 10.086 8.915 9.614
H 9.794 9.726 11.159
H 10.931 10.467 10.021
H 7.750 8.748 9.393
H 6.680 10.089 9.177
H 7.299 9.723 10.804
*
```

Calculated values
Expectation value of S²: 6.03
Relative energy (zero: lowest compared OMol25 entry of this formula, charge and spin), kcal per mole: 0.0
Frontier orbital gap (alpha / beta), eV: 5.3071 / 6.2594
LUMO (alpha / beta), eV: 2.334 / 2.308

---

ORCA calculation (wB97M-V/def2-TZVPD) on a structure of composition C27H43AsF3NO3ReS2Si3.

Geometry as ORCA input:
```
! RIJCOSX wB97M-V def2-TZVPD def2/J DEFGRID3
* xyz 2 4
Re -1.130 0.814 -0.340
C 5.049 -0.131 0.889
C 5.414 1.312 0.539
C 5.839 2.029 1.828
C 6.580 1.297 -0.460
C 4.242 2.056 -0.090
C 4.388 3.419 -0.420
C 3.384 4.167 -0.995
C 2.177 3.527 -1.247
S 0.705 4.201 -1.943
C 0.006 2.668 -1.766
N 0.736 1.698 -1.266
C 2.009 2.177 -0.939
C 3.035 1.436 -0.366
C -2.515 2.732 -1.399
C -3.082 3.930 -1.713
C -4.311 4.129 -1.074
C -4.849 3.166 -0.216
C -4.188 1.973 0.069
C -2.962 1.728 -0.552
H 5.902 -0.612 1.367
H 4.802 -0.717 0.000
H 4.211 -0.178 1.589
H 6.684 1.505 2.276
H 5.025 2.048 2.554
H 6.155 3.056 1.645
H 7.424 0.754 -0.034
H 6.922 2.305 -0.699
H 6.294 0.805 -1.392
H 5.332 3.906 -0.215
H 3.532 5.211 -1.231
H 2.873 0.393 -0.138
H -2.648 4.647 -2.394
H -4.859 5.043 -1.256
H -5.804 3.362 0.251
H -4.620 1.267 0.764
F -2.572 1.635 2.999
C -1.590 2.522 3.191
F -2.109 3.739 3.260
F -0.930 2.236 4.288
S -0.460 2.512 1.687
O -0.378 0.905 1.513
O 0.804 3.055 2.116
O -1.269 2.271 -2.057
C -4.581 -1.540 -1.514
Si -3.729 -2.266 -0.024
C -3.761 -4.126 -0.041
C -4.319 -1.556 1.599
As -1.399 -1.659 -0.163
Si -0.159 -2.513 1.744
C -1.046 -1.907 3.264
C -0.219 -4.369 1.570
C 1.560 -1.820 1.564
Si -0.508 -2.296 -2.318
C 1.335 -2.028 -2.239
C -0.967 -4.078 -2.612
C -1.333 -1.132 -3.533
H -5.655 -1.480 -1.317
H -4.447 -2.185 -2.385
H -4.237 -0.540 -1.778
H -4.812 -4.426 0.025
H -3.242 -4.572 0.808
H -3.361 -4.547 -0.963
H -5.403 -1.427 1.567
H -3.865 -0.594 1.843
H -4.097 -2.236 2.423
H -1.901 -2.543 3.497
H -1.385 -0.874 3.187
H -0.354 -1.966 4.108
H -1.067 -4.788 2.113
H 0.692 -4.790 2.003
H -0.270 -4.721 0.539
H 1.550 -0.736 1.450
H 2.090 -2.264 0.719
H 2.131 -2.048 2.468
H 1.833 -2.821 -1.680
H 1.604 -1.068 -1.792
H 1.733 -2.041 -3.257
H -0.954 -4.683 -1.705
H -0.242 -4.518 -3.301
H -1.954 -4.167 -3.069
H -1.544 -0.132 -3.143
H -2.281 -1.543 -3.883
H -0.687 -0.999 -4.404
*
```

Calculated values
Expectation value of S²: 3.79
Relative energy (zero: lowest compared OMol25 entry of this formula, charge and spin), kcal per mole: 0.0
Frontier orbital gap (alpha / beta), eV: 7.0853 / 6.7721
LUMO (alpha / beta), eV: -7.161 / -7.469